No. 1
Density functional theory data (the ωB97M-V functional and the def2-TZVPD basis) for 2 unconnected molecules or ions with the total composition C4H10N2O2.

As for the energy above the lowest of the compared OMol25 structures with the same formula, charge and spin: 1.517 eV. The SMILES is CC(N)=O.CC(N)=O. As for the lowest unoccupied orbital energy: 0.6 eV. The energy comes out at -418.4052 a.u. The calculation puts the largest force on an atom at 5.2 eV Å⁻¹. For the HOMO-LUMO gap, the calculation gives 0.3716 hartree.

The geometry in ORCA input format:
```
! RIJCOSX wB97M-V def2-TZVPD def2/J DEFGRID3
* xyz 0 1
C 1.2092 -1.0688 1.9745
C 0.7603 -2.3388 1.1464
O -0.2850 -2.5955 0.6167
N 1.7679 -3.2538 1.0633
H 1.6608 -4.0361 0.3791
H 2.4426 -3.2157 1.8316
H 1.9726 -0.5388 1.4739
H 1.5350 -1.3384 2.9488
H 0.3327 -0.4854 2.0913
C 0.3200 2.5916 -0.5665
C -0.9840 2.2813 -1.3585
O -1.0830 2.5785 -2.5632
N -2.0639 1.8048 -0.7625
H 1.0747 2.9939 -1.2528
H 0.9787 1.6935 -0.3661
H -2.8333 1.6265 -1.2675
H -2.1198 1.6062 0.2229
H 0.1402 3.1818 0.2295
*
```

No. 2
Density functional theory data (the ωB97M-V functional and the def2-TZVPD basis) for a single C4H13N3O molecule.

As for the energy above the lowest of the compared OMol25 structures with the same formula, charge and spin: 3.993 eV. The SMILES is C[C@H](NN)N[C@H](C)O. As for the lowest unoccupied orbital energy: 0.7 eV. The energy comes out at -399.6006 a.u. The calculation puts the largest force on an atom at 3.8 eV Å⁻¹. For the HOMO-LUMO gap, the calculation gives 0.3276 hartree.

The geometry in ORCA input format:
```
! RIJCOSX wB97M-V def2-TZVPD def2/J DEFGRID3
* xyz 0 1
C -1.2009 0.8464 -0.3353
C 1.0872 -0.0071 0.6968
C -1.4560 1.1592 -1.7944
C 2.2032 -0.9117 0.1715
N 0.5914 0.7760 -0.3830
N -0.0429 -0.7863 1.2905
N -0.4821 -2.0787 0.8290
O -1.5292 1.9392 0.4512
H -1.7853 1.6141 1.3276
H 0.9049 1.7362 -0.2376
H -0.6475 -0.2578 1.9111
H -1.8408 0.0063 -0.0624
H 1.4995 0.5937 1.5245
H 0.1154 -2.8050 1.2318
H -0.3177 -2.1017 -0.1813
H -2.5305 1.0665 -2.0042
H -0.9547 0.4408 -2.4465
H -1.0990 2.1584 -2.0445
H 3.0364 -0.2968 -0.1793
H 1.8751 -1.4879 -0.6999
H 2.5736 -1.6038 0.9343
*
```